Arrangement P

The following is a DFT calculation (the ωB97M-V functional and the def2-TZVPD basis) of a structure of composition C4H11N3O.

Each line ends with the natural charge from an NBO analysis.
Positions of all 19 atoms, in Å:
C1 2.357 0.006 -0.423  -0.442
N1 1.060 -0.432 0.103  -0.330
C2 -0.277 -0.066 -0.725  -0.112
C3 -0.805 -1.215 -1.348  -0.792
H1 1.018 -1.429 0.296  0.413
H2 -0.033 0.737 -1.418  0.222
H3 2.506 -0.379 -1.432  0.241
H4 3.155 -0.350 0.228  0.214
H5 2.375 1.095 -0.456  0.213
H6 -1.061 -2.083 -0.752  0.179
H7 -1.058 -1.225 -2.397  0.211
C4 -0.869 0.609 0.610  0.411
N2 -2.071 0.026 1.133  -0.874
O1 -1.075 1.985 0.337  -0.734
N3 0.256 0.355 1.486  -0.442
H8 -1.868 2.241 0.826  0.490
H9 -2.524 -0.545 0.420  0.390
H10 -1.874 -0.549 1.942  0.379
H11 0.788 1.221 1.571  0.360

## Properties
Lowest unoccupied orbital energy (alpha / beta), eV: 0.479 / 0.478
Multiplicity: 1



Arrangement Q

The following is a DFT calculation (the ωB97M-V functional and the def2-TZVPD basis) of an isolated molecule of C4H11N3O.

Each line ends with the natural charge from an NBO analysis.
Positions of all 19 atoms, in Å:
C1 1.714 -0.065 -1.010  -0.345
N1 0.237 -0.978 -0.419  -0.418
C2 0.378 -1.801 0.746  -0.437
C3 -1.044 -0.323 -0.626  -0.243
C4 -1.010 0.793 0.401  0.007
N2 -1.696 1.992 0.045  -0.817
N3 0.509 0.999 0.490  0.117
O1 0.965 0.936 1.627  -0.372
H1 2.508 0.485 -0.510  0.210
H2 2.174 -1.012 -1.279  0.181
H3 1.306 0.407 -1.896  0.201
H4 0.489 -1.196 1.671  0.181
H5 -0.501 -2.445 0.874  0.204
H6 1.279 -2.412 0.654  0.201
H7 -1.891 -1.007 -0.502  0.216
H8 -1.066 0.091 -1.638  0.196
H9 -1.345 0.454 1.384  0.183
H10 -1.686 2.679 0.789  0.372
H11 -1.320 2.404 -0.801  0.364

## Properties
Lowest unoccupied orbital energy (alpha / beta), eV: 0.717 / 0.717
SMILES: CN(C)C[C@H](N)N=O
Multiplicity: 1



Computed relative energies in units of kJ/mol: arrangement P 0.0; arrangement Q 84.5



Arrangement P

The following is a DFT calculation (the ωB97M-V functional and the def2-TZVPD basis) of an isolated molecule of C4H11N3O.

Each line ends with the natural charge from an NBO analysis.
Positions of all 19 atoms, in Å:
C1 1.166 -0.971 1.642  -0.685
C2 0.832 0.146 0.719  0.511
N1 1.771 0.991 0.318  -0.725
N2 -0.815 1.788 -0.030  -0.866
C3 -0.529 0.410 0.268  -0.240
H1 2.744 0.729 0.376  0.406
H2 1.451 1.737 -0.296  0.431
H3 -0.896 2.368 0.799  0.361
H4 -1.680 1.835 -0.562  0.386
H5 -1.269 -0.072 0.912  0.193
H6 1.026 -0.633 2.675  0.240
H7 2.195 -1.312 1.509  0.226
H8 0.507 -1.811 1.424  0.281
N3 -1.884 -0.822 -1.620  -0.896
C4 -0.511 -0.568 -1.250  0.392
O1 0.281 -1.586 -1.068  -0.849
H9 -2.077 -0.722 -2.609  0.373
H10 -2.179 -1.723 -1.256  0.370
H11 -0.133 0.216 -1.951  0.092

## Properties
Lowest unoccupied orbital energy, eV: 0.648
Multiplicity: 1



Arrangement Q

The following is a DFT calculation (the ωB97M-V functional and the def2-TZVPD basis) of a cluster of 2 separate species, C4H11N3O in total.

Each line ends with the natural charge from an NBO analysis.
Positions of all 19 atoms, in Å:
C1 -0.468 2.104 -1.611  -0.415
N1 0.082 0.812 -1.240  -0.642
C2 1.232 0.932 -0.371  -0.044
N2 1.740 -0.346 0.045  -0.447
C3 1.291 -1.454 0.053  0.752
N3 0.962 -2.669 0.149  -0.850
H1 -1.350 1.947 -2.230  0.210
H2 0.265 2.655 -2.205  0.189
H3 -0.750 2.731 -0.751  0.163
H4 -0.620 0.229 -0.784  0.397
H5 2.034 1.452 -0.907  0.195
H6 1.028 1.501 0.556  0.171
H7 1.428 -3.383 -0.392  0.417
C4 -1.303 -0.821 1.864  -0.245
O1 -1.059 -1.367 0.593  -0.831
H8 -1.556 0.242 1.770  0.163
H9 -0.428 -0.904 2.524  0.152
H10 -2.144 -1.329 2.355  0.162
H11 -0.383 -2.332 0.582  0.501

## Properties
Lowest unoccupied orbital energy, eV: 0.910
SMILES: CNCN=C=N.CO
Multiplicity: 1



Arrangement R

The following is a DFT calculation (the ωB97M-V functional and the def2-TZVPD basis) of a cluster of 2 separate species, C4H11N3O in total.

Each line ends with the natural charge from an NBO analysis.
Positions of all 19 atoms, in Å:
C1 -2.167 -0.154 -0.206  -0.675
C2 -0.833 -0.184 0.496  -0.237
C3 -0.751 -0.598 1.764  -0.429
H1 0.306 -0.753 -0.854  0.456
H2 -2.474 0.874 -0.434  0.211
H3 -2.126 -0.688 -1.162  0.200
H4 -2.969 -0.618 0.382  0.215
H5 -1.601 -1.003 2.317  0.179
H6 0.171 -0.525 2.336  0.203
N1 1.374 -0.541 -0.991  -0.565
C4 0.807 0.916 -0.066  0.743
N2 2.254 -1.318 -0.182  -0.648
N3 0.332 1.806 -1.018  -0.901
O1 1.536 1.246 0.844  -0.682
H7 1.814 -0.279 -1.876  0.400
H8 2.792 -0.665 0.392  0.376
H9 1.668 -1.840 0.469  0.366
H10 -0.518 1.556 -1.502  0.383
H11 0.386 2.768 -0.709  0.404

## Properties
Lowest unoccupied orbital energy, eV: 0.860
Multiplicity: 1



Arrangement S

The following is a DFT calculation (the ωB97M-V functional and the def2-TZVPD basis) of an isolated molecule of C4H11N3O.

Each line ends with the natural charge from an NBO analysis.
Positions of all 19 atoms, in Å:
C1 0.006 0.680 -2.351  -0.249
O1 0.811 0.647 -1.210  -0.494
N1 0.004 1.217 0.047  -0.168
C2 1.064 1.696 0.912  -0.420
C3 -0.837 0.245 0.579  -0.309
C4 -0.511 -1.064 0.781  0.393
N2 0.707 -1.579 0.414  -0.835
N3 -1.425 -1.965 1.302  -0.818
H1 0.545 0.151 -3.142  0.186
H2 -0.197 1.709 -2.667  0.170
H3 -0.954 0.173 -2.181  0.172
H4 1.690 2.377 0.338  0.207
H5 1.691 0.896 1.326  0.176
H6 0.588 2.238 1.730  0.209
H7 -1.862 0.565 0.710  0.196
H8 1.183 -0.999 -0.286  0.429
H9 0.757 -2.579 0.282  0.376
H10 -1.063 -2.854 1.616  0.384
H11 -2.198 -1.553 1.799  0.395

## Properties
Lowest unoccupied orbital energy, eV: 0.955
SMILES: CON(C)C=C(N)N
Multiplicity: 1



Computed relative energies in units of kJ/mol: arrangement P 0.0; arrangement Q 56.4; arrangement R 212.1; arrangement S 81.5



Arrangement P

The following is a DFT calculation (the ωB97M-V functional and the def2-TZVPD basis) of an isolated molecule of C4H11N3O.

Each line ends with the natural charge from an NBO analysis.
Positions of all 19 atoms, in Å:
C1 -1.380 1.270 1.726  -0.441
N1 -0.697 0.393 0.859  -0.654
C2 0.258 1.127 -0.043  -0.244
C3 1.521 0.191 -0.541  -0.223
N2 1.224 -0.699 -1.617  -0.670
C4 0.083 -1.579 -1.409  0.789
N3 0.149 -2.350 -0.224  -0.871
O1 -0.846 -1.516 -2.172  -0.624
H1 -0.722 1.473 2.673  0.188
H2 -1.857 2.254 1.462  0.182
H3 -2.149 0.752 2.450  0.209
H4 -1.218 -0.189 0.301  0.365
H5 0.769 1.916 0.471  0.200
H6 -0.360 1.480 -0.913  0.187
H7 2.176 0.878 -1.066  0.206
H8 1.983 -0.411 0.225  0.190
H9 1.173 -0.202 -2.534  0.388
H10 -0.750 -2.942 -0.116  0.420
H11 0.642 -1.848 0.467  0.403

## Properties
Lowest unoccupied orbital energy, eV: 0.917
SMILES: CNCCNC(N)=O
Multiplicity: 1



Arrangement Q

The following is a DFT calculation (the ωB97M-V functional and the def2-TZVPD basis) of a structure of composition C4H11N3O.

Each line ends with the natural charge from an NBO analysis.
Positions of all 19 atoms, in Å:
C1 -0.410 0.647 0.252  -0.132
C2 1.418 0.286 -0.239  0.182
C3 1.351 -0.551 -1.487  -0.658
C4 -0.776 -0.518 1.061  0.413
N1 -1.344 1.057 -0.772  -0.849
N2 -1.923 -1.231 0.736  -0.801
O1 1.986 1.538 -0.506  -0.726
N3 0.118 -1.028 1.878  -0.746
H1 2.287 1.910 0.338  0.473
H2 -0.057 1.495 0.834  0.191
H3 1.997 -0.205 0.539  0.199
H4 -2.311 1.096 -0.468  0.354
H5 -1.106 1.979 -1.132  0.377
H6 -2.675 -0.621 0.419  0.364
H7 -2.248 -1.880 1.439  0.382
H8 -0.342 -1.687 2.515  0.321
H9 2.365 -0.785 -1.840  0.212
H10 0.832 -1.488 -1.277  0.225
H11 0.840 -0.015 -2.292  0.219

## Properties
Lowest unoccupied orbital energy, eV: 0.816
Multiplicity: 1



Arrangement R

The following is a DFT calculation (the ωB97M-V functional and the def2-TZVPD basis) of an isolated molecule of C4H11N3O.

Each line ends with the natural charge from an NBO analysis.
Positions of all 19 atoms, in Å:
C1 0.330 -0.322 -2.116  -0.608
C2 -0.415 0.419 -1.001  -0.138
N1 -1.090 1.659 -1.397  -0.816
C3 0.570 0.674 0.161  0.668
O1 1.418 1.549 0.201  -0.619
N2 0.594 -0.261 1.187  -0.656
C4 -0.629 -0.966 1.669  -0.057
N3 -0.599 -2.397 1.462  -0.846
H1 0.844 -1.157 -1.696  0.221
H2 -0.384 -0.735 -2.808  0.215
H3 0.992 0.317 -2.725  0.219
H4 -1.213 -0.221 -0.628  0.183
H5 -0.628 2.054 -2.209  0.358
H6 -0.879 2.339 -0.658  0.366
H7 1.316 0.019 1.871  0.404
H8 -0.603 -0.772 2.732  0.182
H9 -1.566 -0.590 1.245  0.197
H10 0.337 -2.797 1.460  0.368
H11 -1.077 -2.698 0.620  0.361

## Properties
Lowest unoccupied orbital energy, eV: 0.906
SMILES: C[C@H](N)C(=O)NCN
Multiplicity: 1



Computed relative energies in units of kJ/mol: arrangement P 118.4; arrangement Q 154.4; arrangement R 0.0



Arrangement P

The following is a DFT calculation (the ωB97M-V functional and the def2-TZVPD basis) of an isolated molecule of C4H10OS.

Each line ends with the natural charge from an NBO analysis.
Positions of all 16 atoms, in Å:
C1 0.643 -1.324 -0.569  -0.630
C2 0.226 -0.131 0.172  0.186
C3 1.213 1.085 0.139  -0.621
O1 0.212 -0.464 1.543  -0.713
C4 -1.016 0.484 -0.481  -0.563
S1 -2.618 -0.053 0.164  -0.028
H1 0.872 -0.854 -1.613  0.205
H2 1.482 -1.943 -0.138  0.237
H3 -0.305 -1.910 -0.789  0.217
H4 2.130 0.670 0.647  0.225
H5 0.801 1.936 0.763  0.217
H6 1.313 1.500 -0.906  0.209
H7 -0.684 -0.879 1.594  0.463
H8 -0.796 1.647 -0.453  0.229
H9 -1.144 0.165 -1.632  0.245
H10 -2.328 0.072 1.560  0.123

## Properties
Lowest unoccupied orbital energy, eV: 0.719
SMILES: CC(C)(O)CS
Multiplicity: 1



Arrangement Q

The following is a DFT calculation (the ωB97M-V functional and the def2-TZVPD basis) of a cluster of 2 separate species, C4H10OS in total.

Each line ends with the natural charge from an NBO analysis.
Positions of all 16 atoms, in Å:
C1 2.766 0.966 -0.546  -0.782
C2 -1.764 -0.244 -0.964  -0.604
C3 -1.611 -0.573 0.511  -0.483
C4 -0.694 0.278 1.215  -0.314
O1 1.407 -1.421 -0.661  -0.931
S1 1.732 -0.183 0.073  1.224
H1 2.507 1.356 -1.481  0.206
H2 3.435 1.620 0.038  0.237
H3 -2.153 0.777 -0.985  0.201
H4 -0.738 -0.142 -1.317  0.202
H5 -2.276 -1.131 -1.529  0.220
H6 -1.292 -1.558 0.557  0.224
H7 -2.685 -0.597 0.967  0.200
H8 -0.476 1.243 0.798  0.172
H9 -0.877 0.189 2.227  0.178
H10 2.718 -0.580 1.097  0.051

## Properties
Lowest unoccupied orbital energy (alpha / beta), eV: 0.291 / -0.806
Multiplicity: 1



Computed relative energies in units of kJ/mol: arrangement P 0.0; arrangement Q 455.6